1.
DFT (wB97M-V/def2-TZVPD) results for a 6-piece molecular cluster, C29H52BNO20 overall at a distorted geometry.

```
103
Properties=species:S:1:pos:R:3:forces:R:3
C -4.581 4.668 3.841 0.2 -0.3 0.3
C -3.630 3.473 3.766 -0.3 0.9 -0.1
O -3.254 3.063 5.072 0.0 -0.6 -0.1
C -2.400 3.865 2.962 -0.1 0.2 0.1
O -1.797 2.780 2.263 0.1 -0.3 0.3
C -1.173 1.844 3.021 0.5 0.6 0.1
C -0.152 2.090 3.858 -0.6 -0.5 -0.5
C 0.435 0.981 4.640 0.1 0.5 0.1
O 1.159 1.216 5.592 -0.1 -0.2 -0.3
C 0.122 -0.418 4.227 -0.2 -0.7 -0.1
B 1.031 -1.596 4.782 0.5 0.5 0.1
N 2.458 -1.411 4.857 -0.7 -0.5 -1.0
O 0.445 -2.781 5.131 -0.5 0.2 0.2
C -0.884 -0.655 3.370 0.8 0.7 0.6
C -1.691 0.462 2.842 -0.6 -0.9 -0.3
O -2.749 0.236 2.284 0.2 0.3 0.2
H -4.154 5.453 4.466 0.1 0.2 0.0
H -4.767 5.091 2.862 -0.2 0.0 -0.2
H -5.508 4.350 4.306 -0.2 0.0 0.0
H -4.164 2.664 3.277 0.2 -0.4 -0.1
H -3.407 3.797 5.665 0.0 0.2 0.3
H -2.657 4.595 2.206 -0.1 0.0 -0.3
H -1.708 4.346 3.654 0.3 0.0 0.0
H 0.237 3.083 3.996 0.1 0.2 0.2
H 2.919 -2.252 4.521 0.3 0.0 0.5
H 2.757 -0.660 4.250 0.3 0.3 0.4
H 0.908 -3.219 5.846 0.2 -0.4 -0.1
H -1.124 -1.655 3.049 -0.3 -0.1 -0.1
C -1.085 1.045 -0.377 0.4 0.1 -0.1
C -1.511 0.285 -1.612 -0.3 0.0 0.3
O -0.566 0.422 -2.687 0.0 0.1 0.0
C 0.543 -0.300 -2.568 -0.1 -0.1 -0.2
O 0.801 -1.072 -1.682 0.1 0.0 0.1
O 1.313 -0.051 -3.628 0.1 0.1 -0.1
C 2.572 -0.725 -3.607 0.2 -0.1 -0.1
H -0.899 2.093 -0.615 -0.1 0.0 0.0
H -1.843 0.996 0.397 -0.2 0.0 -0.2
H -0.159 0.635 0.032 0.0 -0.1 0.0
H -2.443 0.690 -1.999 0.1 0.0 -0.2
H -1.672 -0.772 -1.397 0.1 0.0 0.0
H 2.442 -1.797 -3.472 0.0 0.0 0.1
H 3.203 -0.323 -2.817 0.0 -0.1 0.1
H 3.045 -0.542 -4.568 -0.1 0.1 0.0
C -4.540 -0.076 5.216 -0.2 -0.1 0.2
C -4.922 -1.125 4.196 0.3 0.2 0.0
O -6.042 -1.911 4.645 0.1 -0.1 0.0
C -7.226 -1.321 4.558 0.0 -0.2 -0.2
O -7.452 -0.227 4.109 0.0 0.2 0.0
O -8.146 -2.168 5.026 -0.1 0.0 0.1
C -9.473 -1.644 5.036 -0.2 0.0 0.0
H -4.351 -0.542 6.184 0.1 0.0 0.0
H -3.646 0.457 4.904 0.1 0.0 0.0
H -5.336 0.655 5.349 0.0 0.0 -0.1
H -4.106 -1.833 4.064 -0.1 -0.1 0.0
H -5.143 -0.690 3.223 -0.1 0.0 0.0
H -9.759 -1.283 4.051 0.0 0.1 0.0
H -9.556 -0.839 5.765 0.0 0.1 -0.1
H -10.124 -2.463 5.326 0.1 -0.1 0.0
C 0.781 -5.779 -2.977 0.2 -0.1 0.1
C 1.328 -5.246 -4.285 -0.4 0.0 0.1
O 2.739 -4.989 -4.204 0.0 0.1 -0.1
C 3.520 -6.065 -4.238 0.0 0.2 0.0
O 3.159 -7.205 -4.355 0.0 -0.2 0.0
O 4.785 -5.656 -4.131 0.1 0.0 0.0
C 5.737 -6.723 -4.080 0.3 -0.1 0.0
H 1.024 -5.098 -2.160 -0.1 0.1 0.0
H -0.302 -5.884 -3.037 0.0 0.0 0.0
H 1.208 -6.752 -2.741 0.0 0.0 -0.1
H 0.870 -4.284 -4.508 0.2 0.1 0.0
H 1.115 -5.919 -5.115 0.2 -0.1 0.0
H 5.619 -7.395 -4.927 -0.1 0.0 0.0
H 5.630 -7.275 -3.148 -0.1 -0.1 0.0
H 6.724 -6.269 -4.119 -0.1 0.2 0.0
C -1.634 9.827 1.025 -0.2 0.0 0.2
C -2.114 8.668 0.178 0.3 0.2 -0.2
O -3.155 7.922 0.828 0.1 -0.1 0.1
C -4.359 8.489 0.814 0.0 -0.2 -0.1
O -4.651 9.530 0.290 0.0 0.2 0.0
O -5.196 7.686 1.470 -0.1 -0.1 0.1
C -6.527 8.195 1.595 -0.2 0.0 0.1
H -1.320 9.476 2.009 0.1 0.0 0.0
H -0.789 10.320 0.543 0.0 0.0 0.0
H -2.423 10.563 1.169 0.0 0.0 -0.1
H -1.307 7.954 0.027 -0.1 -0.1 0.1
H -2.456 9.000 -0.801 -0.1 0.0 0.1
H -6.937 8.457 0.623 0.1 0.1 0.0
H -6.538 9.063 2.252 0.0 0.1 -0.1
H -7.119 7.399 2.037 0.1 -0.1 0.0
C 11.946 -4.708 -7.994 -0.1 0.2 0.0
C 11.254 -5.742 -7.132 0.3 -0.1 -0.2
O 10.245 -5.158 -6.295 0.1 0.0 0.1
C 9.107 -4.842 -6.909 -0.1 -0.2 0.2
O 8.844 -5.039 -8.065 0.0 0.0 -0.2
O 8.290 -4.301 -6.006 -0.1 0.1 0.1
C 7.033 -3.869 -6.535 -0.2 0.1 0.0
H 12.353 -3.908 -7.374 0.1 -0.1 0.0
H 12.761 -5.169 -8.552 0.0 0.0 0.0
H 11.253 -4.261 -8.704 0.0 -0.1 0.0
H 11.965 -6.193 -6.443 -0.1 0.0 0.1
H 10.817 -6.540 -7.733 -0.1 0.1 0.0
H 6.531 -4.678 -7.061 0.1 0.0 -0.1
H 7.177 -3.020 -7.201 0.0 -0.1 -0.1
H 6.423 -3.564 -5.689 0.1 0.0 0.1
```
Forces are in eV/Å.

Spin multiplicity: 1
Electronic energy, eV: -74035.049
SMILES string: C[C@H](O)COC1=CC(=O)C(B(N)O)=CC1=O.CCOC(=O)OC.CCOC(=O)OC.CCOC(=O)OC.CCOC(=O)OC.CCOC(=O)OC

Löwdin atomic charge list, values in e, 99 entries: -0.0324, -0.3944, -0.0278, -0.1213, -0.0211, -0.2020, 0.1088, -0.3391, 0.1134, 0.0013, -0.5734, 0.1844, 0.1569, 0.0786, -0.3186, 0.1064, 0.0893, 0.0751, 0.0868, 0.1488, 0.0846, 0.1296, 0.1321, 0.1332, 0.0864, 0.0775, 0.1046, 0.1328, -0.0552, -0.1930, 0.0417, -0.6186, 0.1189, 0.0064, -0.0362, 0.0910, 0.0491, 0.0838, 0.1249, 0.1258, 0.0872, 0.0987, 0.0931, -0.0538, -0.2034, 0.0429, -0.6179, 0.1208, 0.0036, -0.0445, 0.0874, 0.0526, 0.0776, 0.1202, 0.1171, 0.0942, 0.0971, 0.0917, -0.0623, -0.2081, 0.0304, -0.6168, 0.1285, -0.0039, -0.0340, 0.0825, 0.0812, 0.0740, 0.1186, 0.1242, 0.0976, 0.0991, 0.0891, -0.0649, -0.2094, 0.0307, -0.6171, 0.1301, -0.0077, -0.0351, 0.0813, 0.0809, 0.0747, 0.1216, 0.1244, 0.0964, 0.0993, 0.0922, -0.0654, -0.2113, 0.0365, -0.6175, 0.1264, 0.0005, -0.0375, 0.0818, 0.0802, 0.0745, 0.1216

2.
DFT (wB97M-V/def2-TZVPD) results for C29H52Cl2F3N2O2P2Si4Ta as an isolated structure at a distorted geometry.

```
97
Properties=species:S:1:pos:R:3:forces:R:3
Ta -0.880 -0.447 1.027 -1.1 -1.0 0.7
O 4.293 0.140 -2.220 0.6 0.0 -0.2
C 4.509 -0.687 -3.374 -0.2 0.4 0.1
O 2.683 2.205 -2.980 1.9 0.6 1.4
C 1.836 2.307 -4.073 -0.5 -0.6 -1.4
H 4.089 -0.233 -4.290 0.2 -0.3 0.5
H 3.955 -1.610 -3.175 0.2 0.2 -0.2
H 5.586 -0.904 -3.512 -0.2 0.1 0.1
H 2.151 3.075 -4.800 -0.2 0.3 0.3
H 0.813 2.443 -3.708 0.0 0.4 0.0
H 1.864 1.233 -4.594 -0.2 4.0 1.2
C 4.845 1.448 -2.341 -0.4 -0.3 -0.2
C 4.066 2.308 -3.320 -1.1 -0.3 0.3
H 5.890 1.402 -2.695 0.0 0.0 0.3
H 4.780 1.903 -1.343 0.2 -0.2 -0.2
H 4.263 1.979 -4.351 -0.2 0.1 0.1
H 4.366 3.359 -3.209 0.3 0.0 -0.2
Cl -0.668 1.175 -0.749 0.4 0.6 -0.1
Cl 1.717 -0.158 -5.200 -0.4 -4.4 -1.9
N -2.507 0.479 1.798 0.5 -0.5 -1.1
P 0.860 0.984 2.131 0.7 0.4 0.0
P -2.115 -1.228 -1.165 0.9 0.2 0.3
C -3.739 -0.585 -0.742 -0.5 -0.2 -0.1
C -1.947 -2.999 -0.868 -0.3 -0.3 -0.3
C -0.251 1.495 3.492 0.2 0.2 0.2
C 2.052 -0.281 2.619 0.4 0.0 0.5
Si 1.765 -2.033 1.881 0.5 -0.7 -0.2
H 2.120 -0.347 3.716 -0.1 0.0 -0.3
H 3.041 0.036 2.236 -0.4 -0.1 0.1
C 1.787 -3.280 3.257 0.0 -0.2 0.3
C 3.284 -2.361 0.828 0.0 0.3 0.0
Si -0.274 -3.447 -0.052 0.6 -0.4 -0.3
H -2.034 -3.526 -1.835 -0.1 -0.1 0.4
H -2.759 -3.324 -0.194 0.2 0.0 -0.2
C 0.974 -3.794 -1.405 -0.3 0.1 -0.1
C -0.598 -5.041 0.837 -0.2 -0.1 0.1
Si -3.993 -0.026 1.058 -0.7 0.5 0.7
H -4.441 -1.403 -0.969 -0.1 0.4 0.0
H -3.970 0.268 -1.399 0.1 -0.3 0.1
C -4.820 -1.471 1.910 -0.1 0.0 -0.1
C -5.204 1.401 1.089 -0.2 -0.1 -0.4
Si -2.063 1.735 2.942 -0.9 0.0 -0.4
H 0.097 2.490 3.822 -0.1 -0.3 0.0
H -0.183 0.792 4.333 0.0 0.2 -0.3
C -1.828 -0.854 -2.926 0.4 0.2 -0.1
C -1.167 -1.772 -3.762 -0.4 0.1 0.3
H -0.680 -2.652 -3.334 -0.2 0.2 -0.3
C -1.126 -1.554 -5.136 0.0 0.1 -0.1
H -0.629 -2.280 -5.777 -0.1 0.3 0.2
C -1.703 -0.409 -5.694 -0.1 -0.3 0.4
H -1.697 -0.272 -6.773 0.1 0.0 0.3
C -2.277 0.552 -4.860 0.1 -0.2 0.0
H -2.728 1.452 -5.282 0.3 -0.2 0.1
C -2.296 0.358 -3.483 -0.2 -0.3 0.3
H -2.692 1.149 -2.843 0.0 -0.3 -0.2
C 1.724 2.512 1.683 0.3 0.3 -0.5
C 1.205 3.386 0.708 -0.3 -0.3 0.4
H 0.483 3.004 -0.022 0.3 0.4 0.5
C 1.587 4.723 0.717 0.4 0.1 0.1
H 1.099 5.428 0.046 0.2 -0.2 0.0
C 2.584 5.163 1.592 -0.2 -0.3 0.0
H 2.863 6.213 1.620 0.0 -0.2 -0.1
C 3.232 4.247 2.427 0.0 -0.1 -0.1
H 4.055 4.564 3.066 -0.2 0.0 -0.2
C 2.813 2.920 2.476 -0.5 0.0 0.0
H 3.292 2.203 3.147 -0.1 0.3 -0.1
H -4.850 2.243 0.478 -0.1 -0.1 0.2
H -5.417 1.754 2.109 0.1 -0.1 -0.3
H -6.148 1.034 0.654 0.1 0.2 0.1
H -4.168 -2.351 2.001 -0.2 0.2 0.1
H -5.696 -1.747 1.297 0.2 0.0 0.2
H -5.184 -1.176 2.906 0.2 -0.2 -0.2
C -2.240 3.398 2.115 0.2 0.1 0.0
C -3.146 1.761 4.443 0.2 0.0 0.5
H -1.786 3.433 1.116 -0.1 0.0 0.2
H -1.730 4.127 2.763 -0.2 0.0 -0.2
H -3.302 3.677 2.044 0.3 -0.1 0.0
H -2.790 1.036 5.180 -0.2 0.0 0.0
H -4.201 1.558 4.232 0.2 0.1 0.0
H -3.058 2.760 4.895 -0.1 -0.2 0.0
H 3.745 -1.412 0.523 0.0 -0.3 -0.1
H 3.084 -2.942 -0.076 0.1 0.2 0.2
H 4.012 -2.917 1.437 -0.1 0.1 -0.1
H 0.790 -3.627 3.548 0.2 0.1 0.0
H 2.256 -2.810 4.130 -0.1 -0.2 0.0
H 2.405 -4.146 2.986 -0.2 0.1 0.0
H 0.554 -4.601 -2.028 0.2 0.2 0.0
H 1.933 -4.151 -1.001 -0.4 0.1 -0.2
H 1.146 -2.901 -2.029 0.1 -0.3 0.1
H -1.299 -4.896 1.664 0.1 -0.1 -0.1
H 0.311 -5.514 1.223 -0.1 0.1 -0.1
H -1.062 -5.717 0.105 0.1 0.0 0.2
N 0.264 -2.130 0.970 -0.5 1.2 -0.8
F -2.539 -1.278 3.857 0.4 -0.1 -0.1
C -1.375 -1.608 3.218 0.5 0.5 -0.6
F -0.403 -1.440 4.195 -0.1 -0.2 0.0
F -1.459 -2.972 3.044 -0.2 0.4 0.2
```
Forces are in eV/Å.

Energy relative to the best compared isomer or geometry (same formula, charge and spin), kcal/mol: 35.50
Spin multiplicity: 1
Electronic energy, eV: -122833.753

The net atomic charges from Löwdin, expressed in e, are: 1.2555, -0.2173, -0.1308, -0.2287, -0.2802, 0.0137, 0.0744, 0.0824, 0.0710, 0.0569, -0.2843, -0.2138, -0.2229, 0.1191, 0.1169, 0.1195, 0.1185, 0.1832, 0.0383, -0.4120, 0.8159, 0.7521, -0.3826, -0.3800, -0.3536, -0.3775, 0.3587, 0.0629, 0.0561, -0.1684, -0.1411, 0.3262, 0.0605, 0.0591, -0.1681, -0.1682, 0.3013, 0.0677, 0.0502, -0.1727, -0.1666, 0.3128, 0.0683, 0.0522, -0.3552, -0.0994, 0.0821, -0.1346, 0.1043, -0.0814, 0.1123, -0.0682, 0.1101, -0.1300, 0.0796, -0.3452, -0.1050, 0.0012, -0.0569, 0.1142, -0.0660, 0.1075, -0.0756, 0.1075, -0.0891, 0.1065, 0.0375, 0.0317, 0.0412, 0.0254, 0.0420, 0.0419, -0.1630, -0.1574, 0.0174, 0.0422, 0.0365, 0.0339, 0.0341, 0.0442, 0.0353, 0.0060, 0.0437, 0.0224, 0.0379, 0.0394, 0.0472, 0.0236, 0.0452, 0.0247, 0.0411, 0.0443, -0.3954, 0.0074, -0.5445, -0.0194, -0.0098

The lowest electronic energy belongs to which entry?
C29H52Cl2F3N2O2P2Si4Ta

Which formula does entry 2 have?
C29H52Cl2F3N2O2P2Si4Ta

What is the formula in the first record?
C29H52BNO20